{
  "formula": "C2H6N4O2S",
  "method": "wB97M-V/def2-TZVPD",
  "species": ["C", "C", "N", "N", "N", "N", "O", "O", "S", "H", "H", "H", "H", "H", "H"],
  "coordinates": [[-2.180, 0.538, 0.222], [0.008, 0.443, -0.734], [-2.084, -0.807, -0.064], [-1.093, -1.127, -0.696], [-0.829, 1.217, 0.159], [1.642, -1.555, 0.249], [2.654, 0.434, -0.986], [1.688, 0.897, 1.175], [1.605, 0.136, -0.050], [-2.727, 0.877, -0.641], [-2.463, 0.716, 1.216], [0.151, 0.737, -1.810], [-0.407, 1.146, 1.068], [1.729, -1.799, 1.234], [2.307, -1.852, -0.342]],
  "gap_ev": 10.013,
  "e_lumo_ha": 0.0166,
  "e_above_lowest_kj_mol": 86.0,
  "e_tot_ha": -847.3809
}

{
  "formula": "C37H41ClP2Ru",
  "method": "wB97M-V/def2-TZVPD",
  "species": ["Ru", "C", "C", "C", "C", "C", "C", "C", "C", "C", "C", "H", "H", "H", "H", "H", "H", "H", "H", "H", "H", "H", "H", "H", "H", "H", "C", "C", "P", "C", "C", "C", "C", "C", "C", "C", "C", "C", "C", "C", "C", "P", "C", "C", "C", "C", "C", "C", "C", "C", "C", "C", "C", "C", "H", "H", "H", "H", "H", "H", "H", "H", "H", "H", "H", "H", "H", "H", "H", "H", "H", "H", "H", "H", "H", "H", "H", "H", "Cl", "C", "H", "H"],
  "coordinates": [[-0.826, 0.361, 0.194], [-2.653, 1.802, 1.467], [-1.763, 0.967, 2.285], [-0.464, 1.467, 2.152], [-0.506, 2.496, 1.156], [-1.872, 2.672, 0.741], [-2.370, 3.687, -0.234], [0.584, 3.499, 0.980], [0.619, 1.241, 3.161], [-2.187, 0.007, 3.356], [-4.143, 1.780, 1.479], [-3.039, 4.395, 0.263], [-2.941, 3.219, -1.038], [-1.556, 4.252, -0.683], [0.501, 4.236, 1.785], [0.523, 4.033, 0.036], [1.574, 3.054, 1.058], [0.414, 1.818, 4.069], [1.593, 1.561, 2.797], [0.685, 0.194, 3.454], [-2.011, 0.444, 4.343], [-1.636, -0.924, 3.314], [-3.248, -0.232, 3.298], [-4.519, 2.760, 1.781], [-4.544, 1.051, 2.181], [-4.560, 1.573, 0.491], [1.317, -1.836, -1.469], [1.627, -0.471, -2.060], [1.371, 0.716, -0.689], [2.920, 0.413, 0.209], [2.892, -0.214, 1.450], [4.070, -0.564, 2.098], [5.290, -0.298, 1.500], [5.331, 0.282, 0.238], [4.157, 0.621, -0.412], [1.501, 2.300, -1.622], [0.422, 2.602, -2.451], [0.395, 3.779, -3.182], [1.444, 4.685, -3.082], [2.514, 4.402, -2.247], [2.542, 3.217, -1.523], [-0.275, -1.777, -0.558], [-0.094, -3.110, 0.648], [0.196, -4.418, 0.253], [0.388, -5.402, 1.208], [0.297, -5.090, 2.560], [0.022, -3.791, 2.958], [-0.169, -2.805, 1.999], [-1.377, -2.481, -1.853], [-1.364, -1.952, -3.143], [-2.194, -2.461, -4.128], [-3.066, -3.501, -3.835], [-3.097, -4.032, -2.556], [-2.256, -3.527, -1.573], [1.290, -2.634, -2.211], [2.084, -2.098, -0.733], [0.983, -0.175, -2.885], [2.658, -0.433, -2.415], [1.939, -0.461, 1.898], [4.029, -1.052, 3.063], [6.211, -0.563, 2.003], [6.282, 0.458, -0.248], [4.208, 1.036, -1.410], [-0.423, 1.922, -2.507], [-0.452, 3.995, -3.820], [1.420, 5.609, -3.644], [3.329, 5.107, -2.150], [3.369, 3.045, -0.848], [0.261, -4.671, -0.799], [0.610, -6.415, 0.901], [0.444, -5.862, 3.303], [-0.036, -3.544, 4.010], [-0.361, -1.783, 2.289], [-0.715, -1.123, -3.389], [-2.167, -2.038, -5.123], [-3.718, -3.896, -4.603], [-3.772, -4.844, -2.318], [-2.287, -3.963, -0.582], [-2.970, 0.380, -1.298], [-2.619, -0.632, 0.158], [-2.699, -1.652, -0.185], [-3.354, -0.417, 0.916]],
  "multiplicity": 2,
  "gap_ev": [6.472, 7.681],
  "e_lumo_ha": [-0.1100, -0.1043],
  "e_above_lowest_kj_mol": 34.8,
  "e_tot_ha": -2672.0993,
  "total_charge": 1
}